Entry from OMol25: a 14-piece molecular cluster, C35H95BrN26O19S2 overall at a distorted geometry (ωB97M-V/def2-TZVPD).

```
178
Properties=species:S:1:pos:R:3:forces:R:3:lowdin_charge:R:1
C 11.439197 4.265618 1.188516 -0.82 -0.01 -0.45 -0.10
C 10.640103 3.910774 -0.087034 0.96 -0.59 0.05 -0.24
C 11.117596 2.555727 -0.639550 -0.38 -0.01 0.42 -0.23
C 10.455832 1.428395 0.155563 -0.51 0.39 -0.65 -0.21
C 8.968393 1.225056 -0.206498 0.55 -0.07 0.70 -0.20
C 8.126118 1.053938 1.062843 -0.75 -0.46 -0.74 -0.20
C 6.921844 0.099030 0.871573 0.53 0.93 0.56 -0.20
C 5.714713 0.592280 1.670579 0.36 -0.65 -0.18 -0.21
C 4.680908 -0.524191 1.919773 -0.04 0.99 -0.24 -0.18
C 3.237040 -0.080360 1.620675 -0.03 -0.08 0.63 -0.20
C 2.324925 -0.108981 2.862221 -0.26 -0.10 -0.64 -0.19
C 0.845710 -0.340209 2.500851 0.37 0.47 0.04 -0.19
C -0.002318 0.943974 2.530522 -0.09 -1.02 0.31 -0.20
C -1.450063 0.558521 2.831591 0.45 0.41 0.09 -0.15
C -2.457621 1.706931 2.925394 -0.44 -0.19 0.02 -0.28
C -1.917234 2.925221 3.677798 0.01 -0.08 -0.83 -0.18
S -2.926022 4.375249 3.454277 0.23 1.02 1.30 0.64
O -2.146934 5.506980 3.847327 0.32 0.08 -0.29 -0.27
O -4.200272 4.245926 4.077819 -0.36 -0.59 -0.46 -0.24
O -3.113076 4.474036 1.849078 0.38 -0.31 0.55 -0.27
C -2.490279 3.413962 1.136000 -0.79 -0.19 -0.43 -0.66
Br -2.781604 3.852374 -0.734475 0.20 -0.32 -0.17 0.90
C -3.068576 2.075671 1.545574 -0.01 -0.01 0.15 -0.28
C -4.610723 1.950530 1.536191 0.04 -0.20 -0.92 -0.11
C -5.093715 1.049024 0.378583 -0.87 0.45 0.18 -0.18
C -5.584148 1.756234 -0.906584 0.40 -0.61 0.62 -0.20
C -6.738826 1.025006 -1.616493 0.77 1.64 -0.30 -0.24
S -8.388088 1.560096 -1.283132 -1.35 -2.90 -0.12 0.57
O -8.845415 1.002595 -0.045704 0.45 0.59 0.75 -0.28
O -9.192592 1.108384 -2.404066 0.27 0.60 -0.45 -0.33
O -8.483539 3.107897 -1.298512 0.58 0.60 0.04 -0.12
H 12.161162 3.487664 1.400162 0.34 0.06 0.09 0.04
H 11.905223 5.234307 1.052097 0.28 0.11 0.28 0.06
H 10.773625 4.293872 2.043571 0.04 0.20 0.28 0.06
H 9.584920 3.834426 0.148828 -0.29 0.17 -0.15 0.09
H 10.793119 4.659912 -0.856107 -0.17 0.30 -0.04 0.09
H 10.902014 2.497654 -1.704928 -0.02 -0.27 -0.14 0.10
H 12.190806 2.467899 -0.490019 0.27 0.18 -0.27 0.10
H 10.977761 0.484929 0.019848 0.19 -0.11 0.13 0.11
H 10.504354 1.712312 1.203328 0.27 -0.13 0.26 0.09
H 8.878032 0.359107 -0.854236 -0.15 -0.14 -0.12 0.09
H 8.587239 2.077265 -0.762964 -0.04 0.10 -0.20 0.11
H 7.718393 2.022658 1.351380 0.22 0.23 0.19 0.10
H 8.726315 0.671929 1.881834 0.17 0.10 0.19 0.09
H 6.696760 0.056264 -0.188825 -0.17 -0.36 -0.12 0.08
H 7.234630 -0.866799 1.258315 -0.14 -0.38 -0.26 0.11
H 5.265888 1.416199 1.122742 -0.12 0.22 -0.04 0.10
H 6.104818 1.000924 2.601110 -0.18 0.03 0.25 0.09
H 4.965401 -1.372309 1.304623 -0.11 -0.23 -0.07 0.10
H 4.746448 -0.829469 2.958513 0.07 -0.24 0.14 0.10
H 2.796743 -0.695421 0.840143 -0.05 -0.18 -0.09 0.10
H 3.225038 0.943358 1.256522 0.10 0.12 -0.31 0.10
H 2.398700 0.845783 3.378009 0.19 0.09 0.22 0.10
H 2.689517 -0.865405 3.549592 -0.08 -0.23 0.10 0.10
H 0.419122 -1.089147 3.161553 -0.17 -0.06 0.13 0.11
H 0.788061 -0.724243 1.487141 -0.10 -0.38 -0.08 0.10
H 0.117268 1.421803 1.559354 -0.10 0.44 0.01 0.12
H 0.374479 1.571801 3.332162 0.14 0.34 -0.04 0.10
H -1.450821 0.039611 3.788113 0.06 -0.11 0.17 0.12
H -1.750736 -0.174235 2.087412 -0.41 -0.05 -0.08 0.12
H -3.282917 1.344906 3.528347 -0.18 -0.13 0.05 0.14
H -1.812519 2.747983 4.740634 -0.22 0.15 0.26 0.13
H -0.945394 3.238295 3.313140 0.20 0.07 -0.04 0.10
H -1.413682 3.425489 1.238286 0.21 0.18 0.05 0.10
H -2.700853 1.348245 0.828504 0.25 -0.11 -0.09 0.13
H -5.140363 2.900568 1.506732 0.18 0.31 -0.03 0.11
H -4.952814 1.463057 2.439762 0.22 -0.05 0.31 0.11
H -4.325528 0.313000 0.170574 0.01 -0.25 -0.19 0.09
H -5.947979 0.506410 0.775060 -0.09 -0.26 0.03 0.10
H -4.769748 1.790478 -1.621038 0.10 0.11 -0.20 0.08
H -5.813752 2.791908 -0.668135 -0.25 0.21 -0.11 0.08
H -6.625469 1.225758 -2.673598 -0.14 -0.12 -0.26 0.08
H -6.705407 -0.049960 -1.492816 -0.24 -0.18 0.23 0.10
H -7.958639 3.510691 -0.579529 -0.01 0.24 0.03 0.10
C -5.889457 6.501469 0.066454 -0.03 0.14 0.03 -0.68
O -6.379560 5.402712 0.286396 -0.47 -0.43 -0.05 0.01
N -6.618408 7.654891 0.138527 -0.09 -0.06 -0.01 0.15
N -4.585766 6.630762 -0.262595 0.19 0.04 -0.13 0.15
H -6.235081 8.563455 -0.036362 0.05 -0.01 0.01 0.09
H -7.586738 7.572943 0.383656 0.00 -0.01 0.02 0.10
H -4.057353 5.773004 -0.306237 0.00 0.28 0.04 -0.04
H -4.134942 7.506092 -0.447927 -0.02 0.02 0.05 0.10
C -5.704762 -2.507731 1.476354 -0.13 0.03 0.03 -0.68
O -4.947063 -1.682445 1.962629 0.00 0.16 0.16 0.01
N -5.272545 -3.482932 0.632438 0.01 0.07 -0.16 0.17
N -7.052547 -2.506197 1.714681 0.10 0.09 0.12 0.17
H -5.886326 -4.159676 0.208935 0.16 -0.11 -0.11 0.04
H -4.288595 -3.497286 0.431109 0.02 -0.13 0.08 0.10
H -7.413055 -1.793917 2.321586 0.00 0.01 0.00 0.10
H -7.686742 -3.171455 1.312861 0.00 0.03 -0.04 0.08
C 13.230735 1.505373 3.725423 0.11 -0.21 -0.02 -0.66
O 12.136652 2.060698 3.673953 -0.03 0.13 0.12 -0.01
N 13.349799 0.164727 3.869378 0.04 0.56 -0.66 0.16
N 14.401851 2.211264 3.650040 -0.10 0.08 -0.03 0.15
H 14.224722 -0.315743 3.937535 0.00 -0.01 0.17 0.10
H 12.504706 -0.367908 3.934078 0.04 -0.11 0.16 0.07
H 14.332726 3.205971 3.547758 -0.02 0.01 0.01 0.10
H 15.307536 1.786228 3.691854 -0.01 -0.05 -0.01 0.09
C -6.600304 -1.211800 -4.527528 -0.44 0.07 -0.14 -0.67
O -5.880991 -0.326415 -4.090520 0.52 -0.27 -0.14 0.01
N -6.121839 -2.260132 -5.268165 0.19 -0.06 0.17 0.15
N -7.942407 -1.205360 -4.315944 -0.11 0.02 0.11 0.18
H -6.707190 -2.983429 -5.639384 -0.04 0.02 -0.03 0.09
H -5.136807 -2.282896 -5.455794 -0.04 0.02 -0.08 0.10
H -8.326201 -0.433847 -3.790303 -0.09 0.05 0.01 0.07
H -8.563164 -1.914821 -4.658375 0.03 -0.02 0.01 0.10
C 6.104336 -1.105228 -3.022785 0.02 -0.57 0.36 -0.71
O 6.907500 -0.315416 -2.551557 -0.01 0.10 -0.22 0.02
N 6.484610 -2.135425 -3.836503 0.04 0.01 -0.02 0.16
N 4.765755 -1.016457 -2.777481 0.07 0.02 0.11 0.17
H 5.842743 -2.792793 -4.235977 -0.03 0.02 0.01 0.10
H 7.462938 -2.224858 -4.035575 0.01 0.01 0.02 0.10
H 4.453061 -0.268817 -2.184673 -0.02 0.00 0.00 0.11
H 4.087056 -1.647361 -3.159092 -0.01 0.06 -0.09 0.10
C 4.355369 1.522900 -5.514684 0.09 0.00 0.01 -0.68
O 3.304001 1.029961 -5.134672 -0.01 0.00 -0.03 0.01
N 4.401621 2.434236 -6.537461 -0.05 -0.01 -0.03 0.14
N 5.557729 1.207446 -4.956188 -0.13 -0.07 -0.06 0.17
H 5.248768 2.853924 -6.867957 0.02 -0.01 0.03 0.09
H 3.532001 2.685903 -6.966772 -0.02 0.00 0.01 0.10
H 5.554193 0.542889 -4.200875 0.01 0.40 -0.17 0.04
H 6.430523 1.598784 -5.253616 0.00 0.04 0.03 0.10
C 12.439628 -2.440525 6.484821 -0.03 -0.09 0.10 -0.66
O 12.780709 -1.535395 5.730233 -0.16 -0.47 0.30 -0.01
N 12.094202 -2.206476 7.780576 0.08 0.06 0.00 0.16
N 12.377589 -3.741419 6.081856 0.09 0.03 -0.04 0.16
H 11.807497 -2.924868 8.417271 -0.04 -0.02 -0.03 0.10
H 12.127663 -1.256221 8.100319 -0.03 0.02 -0.01 0.11
H 12.622881 -3.940573 5.130614 -0.02 0.00 -0.02 0.11
H 12.098204 -4.494636 6.680423 -0.04 0.02 0.02 0.10
C -6.762280 -6.282770 -2.017808 -0.11 -0.25 -0.17 -0.65
O -6.553425 -5.402314 -1.189401 -0.10 0.24 0.08 -0.01
N -6.509063 -6.109177 -3.342389 0.02 0.11 -0.17 0.17
N -7.260750 -7.496673 -1.684127 -0.08 -0.19 0.21 0.18
H -6.673519 -6.822560 -4.032036 -0.02 -0.05 0.10 0.09
H -6.132917 -5.223986 -3.621896 0.05 0.04 0.00 0.09
H -7.462063 -7.665376 -0.716110 0.01 0.07 0.02 0.11
H -7.434846 -8.221556 -2.358826 0.09 0.01 -0.19 0.07
C -10.190300 -3.305720 -0.804219 0.03 0.11 -0.02 -0.68
O -10.644075 -4.395752 -0.490161 0.03 0.07 -0.03 0.01
N -10.972828 -2.197192 -0.963644 -0.03 0.07 -0.13 0.16
N -8.854066 -3.105244 -1.022446 0.05 -0.35 0.07 0.16
H -10.614852 -1.288903 -1.210567 0.03 -0.08 0.12 0.08
H -11.956981 -2.307044 -0.808366 0.00 0.00 0.03 0.10
H -8.242979 -3.900587 -0.917587 0.03 -0.01 -0.19 0.06
H -8.461650 -2.221948 -1.281526 -0.02 0.16 0.03 0.08
C -9.296356 -9.286941 -4.410611 -0.10 0.00 -0.03 -0.68
O -8.072628 -9.317822 -4.480425 -0.01 0.23 0.23 0.00
N -10.080266 -9.117012 -5.513106 0.06 0.01 -0.03 0.15
N -9.964372 -9.418459 -3.229018 0.11 -0.03 -0.05 0.16
H -11.081364 -9.088301 -5.483167 0.00 -0.01 0.03 0.10
H -9.615695 -9.019179 -6.396012 0.01 -0.02 0.00 0.10
H -9.411299 -9.548763 -2.404179 -0.07 -0.04 0.05 0.10
H -10.962533 -9.393166 -3.143803 0.00 0.04 -0.02 0.10
C -2.423395 -1.486879 -1.753357 -0.10 0.06 -0.08 -0.68
O -1.914966 -1.486475 -0.643650 0.02 0.04 0.01 0.01
N -1.693779 -1.256813 -2.890400 0.04 -0.07 0.05 0.15
N -3.755720 -1.711344 -1.951221 0.03 -0.12 0.05 0.18
H -2.088282 -1.246425 -3.810998 -0.06 0.06 0.02 0.09
H -0.712855 -1.084841 -2.778481 0.01 0.03 0.01 0.10
H -4.319810 -1.878558 -1.135651 -0.02 -0.01 0.01 0.07
H -4.194903 -1.709055 -2.854444 -0.03 0.23 0.03 0.07
C -12.987996 3.228973 -3.818129 0.07 -0.02 0.02 -0.69
O -14.061695 3.803643 -3.831237 -0.02 0.00 -0.02 0.02
N -12.270698 3.023347 -2.675019 0.02 -0.02 0.04 0.16
N -12.405820 2.737246 -4.958430 -0.01 -0.03 -0.05 0.14
H -11.385030 2.551825 -2.653409 0.08 -0.05 0.00 0.07
H -12.660808 3.368320 -1.818857 -0.02 0.02 -0.01 0.10
H -12.901653 2.868867 -5.818841 -0.02 0.02 0.00 0.10
H -11.523153 2.262747 -4.967933 0.02 0.02 0.06 0.09
C 8.840798 0.336342 5.165224 0.12 0.03 -0.04 -0.69
O 8.102137 -0.562503 5.540063 -0.06 0.00 -0.01 0.00
N 8.360512 1.523713 4.680606 -0.07 0.04 0.08 0.16
N 10.199218 0.236693 5.194258 0.06 0.02 0.06 0.17
H 8.951017 2.270411 4.364767 0.08 -0.06 -0.04 0.09
H 7.365578 1.634911 4.642150 -0.01 -0.02 0.00 0.09
H 10.593212 -0.619564 5.537289 0.02 0.01 0.03 0.07
H 10.822092 0.969697 4.885000 -0.05 0.03 -0.15 0.06
```
Forces are in eV/Å.

HOMO-LUMO gap = 9.15 eV
Energy above the lowest of the compared OMol25 structures with the same formula, charge and spin = 0.0000 eV
LUMO = -0.0064 eV
HOMO level = -9.16 eV